w) 10
Properties=species:S:1:pos:R:3 method="wB97M-V/def2-TZVPD" smiles=c1c[nH+]c[nH]1 homo_energy_ev=-14.9072 charge=+1
C -0.72 0.39 0.83
C -1.11 -0.43 -0.22
N 0.07 -0.69 -0.99
C 1.15 -0.10 -0.38
N 0.65 0.56 0.71
H -1.22 0.91 1.72
H -2.18 -0.63 -0.61
H 0.07 -1.15 -1.93
H 2.18 -0.04 -0.59
H 1.11 1.17 1.46

---

x) 10
Properties=species:S:1:pos:R:3 method="wB97M-V/def2-TZVPD" smiles="C=C=[NH+]N=C" homo_energy_ev=-14.8925 charge=+1
C 1.01 -2.14 -0.33
C 0.54 -1.10 0.22
N 0.30 0.19 0.26
N -0.88 0.78 0.56
C -1.28 1.90 0.33
H 1.09 -3.27 -0.18
H 0.97 -1.86 -1.41
H 1.18 0.58 0.17
H -2.05 2.31 0.91
H -0.90 2.59 -0.52

---

w) wins, 0.1874 hartree ahead of the next structure.

---

w) 10
Properties=species:S:1:pos:R:3 method="wB97M-V/def2-TZVPD" homo_energy_ev=-14.9472 charge=+1
C -1.35 0.35 -0.19
C -0.14 0.15 0.33
C 1.20 0.03 -0.66
N 1.02 0.97 0.32
N 0.64 -1.07 0.17
H -2.10 -0.35 -0.10
H -1.79 1.33 -0.55
H 1.13 1.96 0.16
H 1.12 -1.55 0.85
H 0.25 -1.83 -0.33

---

x) 10
Properties=species:S:1:pos:R:3 method="wB97M-V/def2-TZVPD" smiles="C1=NC[NH+]=C1" homo_energy_ev=-16.8483 charge=+1
C -0.40 -0.60 -1.02
N -0.42 0.69 -1.10
C 0.33 1.06 0.07
N 0.28 -0.09 1.06
C -0.02 -1.12 0.23
H -0.67 -1.12 -1.94
H 1.37 1.21 -0.26
H 0.08 1.99 0.59
H -0.42 0.12 1.78
H -0.13 -2.14 0.57

---

y) 10
Properties=species:S:1:pos:R:3 method="wB97M-V/def2-TZVPD" homo_energy_ev=-15.3911 charge=+1
C -1.49 -0.64 -0.16
C 0.00 -0.57 0.44
C -0.44 0.92 0.45
N -1.67 0.60 -0.15
N 0.60 0.35 -0.46
H -2.30 -1.43 -0.55
H 0.49 -1.24 1.21
H -0.30 1.63 1.29
H 1.69 0.44 -0.38
H 0.48 0.32 -1.52

---

z) 10
Properties=species:S:1:pos:R:3 method="wB97M-V/def2-TZVPD" homo_energy_ev="-15.4803 / -15.5313" charge=+1
C -0.15 0.85 1.55
C 0.73 -0.17 -0.10
C -0.22 0.73 -0.52
N 0.69 -0.15 1.24
N -0.87 1.37 0.49
H 1.32 -0.99 -0.67
H -0.43 -1.88 -2.12
H -0.96 -1.36 -2.47
H 1.34 -0.61 1.93
H -1.46 2.21 0.68

---

x) wins, 0.0689 hartree ahead of the next structure.

---

w) 10
Properties=species:S:1:pos:R:3 method="wB97M-V/def2-TZVPD" homo_energy_ev="-15.7053 / -15.7349" charge=+1
C 1.09 -2.59 -1.98
C 0.64 -1.75 -1.25
C -0.66 0.65 0.63
N -1.00 1.71 1.37
N 0.47 0.34 0.14
H 1.57 -2.94 -2.81
H -1.52 0.01 0.11
H -1.87 1.75 1.86
H -0.18 2.23 1.57
H 1.45 0.58 0.37

---

x) 10
Properties=species:S:1:pos:R:3 method="wB97M-V/def2-TZVPD" smiles="C1=NC=[NH+]C1" homo_energy_ev=-16.3858 charge=+1
C -0.65 1.20 -0.05
N -1.77 0.42 0.08
C -1.29 -0.88 -0.02
N 0.01 -0.90 -0.02
C 0.54 0.35 0.01
H -0.82 2.32 -0.28
H -1.97 -1.66 -0.13
H 0.50 -1.80 0.03
H 1.34 0.45 -0.70
H 0.84 0.85 0.94

---

x) wins, 0.2537 hartree ahead of the next structure.

---

w) 14
Properties=species:S:1:pos:R:3 method="wB97M-V/def2-TZVPD" homo_energy_ev=-8.2922 charge=0
C 0.83 0.07 1.95
C 0.49 0.25 0.46
C 0.90 0.68 -1.77
C -0.52 -0.05 -0.43
H 0.08 0.75 2.36
H 1.87 0.53 2.12
H 0.30 -0.98 2.35
H 2.90 0.19 -0.25
H 1.59 0.99 -2.60
H -2.49 -1.30 1.56
N 1.56 0.51 -0.41
N -0.35 0.38 -1.77
N -1.70 -0.84 0.01
N -1.57 -0.88 1.20

---

x) 14
Properties=species:S:1:pos:R:3 method="wB97M-V/def2-TZVPD" homo_energy_ev=-8.7081 charge=0
H 1.34 2.06 -1.93
N 0.56 2.78 -1.86
N -0.25 2.36 -1.00
C -0.10 1.02 -0.49
C 0.28 -0.09 -1.26
N 0.22 -1.16 -0.42
C -0.20 -0.84 0.83
N -0.28 -1.86 1.77
C -0.36 0.54 0.92
H 0.23 -0.14 -2.35
H 0.18 -2.16 -0.76
H 0.32 -1.70 2.68
H -1.32 -1.94 2.14
H -0.62 1.13 1.74

---

x) wins, 0.1045 hartree ahead of the next structure.

---

w) 14
Properties=species:S:1:pos:R:3 method="wB97M-V/def2-TZVPD" homo_energy_ev=-8.9939 charge=0
H 2.19 0.49 -0.18
N 2.43 -0.49 -0.12
C 1.35 -1.15 -0.07
N 0.04 -0.65 0.17
C -1.01 -1.45 0.12
N -2.16 -0.78 0.02
C -1.65 0.60 -0.23
C -0.34 0.68 0.04
N 0.48 1.70 0.17
H 1.25 -2.16 -0.09
H -0.99 -2.58 0.24
H -2.40 1.43 -0.47
H 0.48 2.02 1.11
H 0.33 2.34 -0.69

---

x) 14
Properties=species:S:1:pos:R:3 method="wB97M-V/def2-TZVPD" smiles=N[C@@H]1Cc2[nH]nnc21 homo_energy_ev=-9.0966 charge=0
N 2.44 -0.59 0.66
C 1.62 -0.08 -0.41
C 0.90 1.34 -0.36
C -0.40 0.68 -0.09
N -1.63 0.78 0.54
N -2.23 -0.46 0.11
N -1.30 -1.30 -0.32
C 0.01 -0.60 -0.43
H 1.60 -0.31 1.44
H 2.33 -1.76 0.59
H 2.09 -0.61 -1.20
H 1.13 2.12 -1.16
H 1.18 1.87 0.63
H -2.04 1.72 0.49

---

y) 14
Properties=species:S:1:pos:R:3 method="wB97M-V/def2-TZVPD" smiles="[H]/N=C/N1C=CN=CN1" homo_energy_ev=-8.0389 charge=0
H 0.22 1.43 -3.25
N 0.55 0.99 -2.28
C -0.45 0.30 -1.73
N -0.37 -0.50 -0.64
C -1.35 -0.57 0.44
C -0.90 -0.18 1.68
N 0.36 0.16 2.00
C 1.29 0.21 1.06
N 0.94 -0.62 0.02
H -1.58 0.37 -2.05
H -2.48 -0.53 -0.14
H -1.78 -0.08 2.41
H 2.19 0.59 1.46
H 1.56 -0.61 -0.92

---

w) wins, 0.1039 hartree ahead of the next structure.

---

w) 14
Properties=species:S:1:pos:R:3 method="wB97M-V/def2-TZVPD" smiles=N#CC1(C#N)CN1.N homo_energy_ev=-10.1868 charge=0
N -3.06 0.67 -0.96
C -2.10 0.29 -0.44
C -1.02 -0.41 0.30
C -0.21 -1.16 -0.56
N 0.43 -1.92 -1.13
C -0.53 0.02 1.62
N -1.54 -1.07 1.50
H 0.52 -0.08 1.83
H -0.97 0.91 2.16
H -1.16 -2.02 1.65
N 2.48 1.00 -1.33
H 3.22 1.55 -1.67
H 2.06 0.41 -2.03
H 1.88 1.81 -0.95

---

x) 14
Properties=species:S:1:pos:R:3 method="wB97M-V/def2-TZVPD" homo_energy_ev="-7.9253 / -7.2441" charge=0
C -3.01 0.28 0.01
C 0.16 -1.23 0.24
C -0.47 0.96 0.37
C 1.99 0.42 -0.27
N -4.15 0.37 -0.18
N -1.25 -1.13 -0.09
N -1.62 0.15 0.06
N 0.65 0.11 0.25
H 0.30 -1.82 1.12
H 0.77 -1.79 -0.49
H -0.49 1.97 0.17
H 2.11 0.44 -1.42
H 2.15 1.47 0.07
H 2.87 -0.22 0.17

---

w) wins, 0.0880 hartree ahead of the next structure.

---

w) 25
Properties=species:S:1:pos:R:3 method="wB97M-V/def2-TZVPD" smiles=CC1(C)C[C@@H]2CCO[C@H]2OO1 homo_energy_ev=-9.6681 charge=0
C -3.04 0.22 -0.69
C -1.64 0.19 -0.02
C -1.92 0.17 1.50
C -0.74 1.38 -0.35
C 0.62 0.83 0.09
C 2.15 1.32 -0.12
C 3.01 0.00 0.02
O 2.20 -0.95 0.30
C 0.93 -0.63 -0.38
O 0.09 -1.57 0.02
O -1.29 -1.15 -0.43
H -3.61 1.19 -0.55
H -3.09 0.00 -1.93
H -3.68 -0.64 -0.31
H -2.26 1.10 2.01
H -1.18 -0.21 2.14
H -2.59 -0.68 1.49
H -1.15 2.34 0.24
H -0.61 1.47 -1.48
H 0.58 0.77 1.24
H 2.64 2.12 0.54
H 2.40 1.76 -1.08
H 3.83 0.09 0.81
H 3.54 -0.19 -1.08
H 0.90 -0.62 -1.53

---

x) 25
Properties=species:S:1:pos:R:3 method="wB97M-V/def2-TZVPD" smiles="O=C(O)CCC[C@H]1CCCO1" homo_energy_ev=-9.7570 charge=0
O -1.40 1.05 2.82
C -1.93 0.39 1.78
O -2.74 1.17 0.83
C -1.73 -1.24 1.51
C -0.13 -1.68 1.41
C 0.41 -1.84 -0.13
C 0.63 -0.35 -0.77
C 1.87 0.60 -0.27
C 1.34 2.00 -1.01
C 0.80 1.30 -2.43
O 0.71 -0.18 -2.24
H -3.33 0.50 0.35
H -2.35 -1.55 0.56
H -2.19 -1.79 2.47
H 0.47 -0.77 1.88
H 0.07 -2.66 2.07
H 1.40 -2.46 -0.21
H -0.38 -2.40 -0.83
H -0.34 0.26 -0.52
H 2.16 0.65 0.86
H 2.84 0.30 -0.87
H 0.48 2.32 -0.26
H 2.12 2.87 -1.17
H -0.28 1.80 -2.55
H 1.48 1.70 -3.29

---

x) wins, 0.0441 hartree ahead of the next structure.

---

w) 34
Properties=species:S:1:pos:R:3 method="wB97M-V/def2-TZVPD" smiles="C[C@@H](O)[C@H](N)C(=O)N[C@@H](Cc1c[nH]cn1)C(=O)O" homo_energy_ev=-8.2190 charge=0
C -3.34 -1.36 0.82
C -2.45 -1.45 -0.40
O -3.03 -0.80 -1.44
C -1.10 -0.75 -0.22
N -0.56 -0.40 -1.54
C -0.05 -1.57 0.64
O -0.45 -2.38 1.47
N 1.27 -1.28 0.64
C 2.08 -0.44 -0.25
C 2.30 1.05 0.02
C 1.13 1.99 0.04
C 0.81 2.63 1.19
N -0.35 3.35 0.87
C -0.55 3.12 -0.40
N 0.19 2.23 -0.99
C 3.45 -1.08 -0.40
O 4.39 -0.55 -0.89
O 3.45 -2.35 0.07
H -3.80 -0.39 0.90
H -2.84 -1.53 1.78
H -4.00 -2.25 0.70
H -2.23 -2.53 -0.61
H -3.90 -1.15 -1.62
H -1.35 0.12 0.32
H -0.10 0.51 -1.58
H -1.18 -0.69 -2.28
H 1.73 -1.46 1.52
H 1.59 -0.51 -1.31
H 2.98 1.31 -0.80
H 2.74 1.20 1.05
H 1.28 2.66 2.14
H -1.06 3.80 1.45
H -1.45 3.60 -0.89
H 4.39 -2.65 0.01

---

x) 34
Properties=species:S:1:pos:R:3 method="wB97M-V/def2-TZVPD" smiles="C[C@@H](O)[C@H](NC(=O)[C@@H](N)Cc1c[nH]cn1)C(=O)O" homo_energy_ev=-9.0826 charge=0
C -4.05 -1.63 -0.99
C -3.87 -0.24 -0.42
O -4.32 -0.30 0.92
C -2.35 0.29 -0.43
N -1.60 -0.55 0.44
C -0.33 -0.67 0.80
O -0.09 -1.29 1.93
C 0.84 -0.09 0.05
N 0.92 1.29 0.49
C 2.05 -0.86 0.60
C 3.40 -0.25 0.16
C 4.28 -0.72 -0.80
N 5.41 0.07 -0.73
C 5.08 1.07 0.14
N 3.88 0.94 0.71
C -2.38 1.78 -0.05
O -3.39 2.44 -0.22
O -1.35 2.37 0.41
H -4.89 -1.67 -1.71
H -3.09 -1.94 -1.67
H -4.17 -2.30 -0.11
H -4.52 0.41 -0.96
H -5.08 0.32 0.99
H -2.02 0.20 -1.46
H -2.12 -0.74 1.31
H 0.78 -0.25 -1.04
H 1.65 1.69 -0.14
H 1.39 1.34 1.37
H 1.96 -0.71 1.75
H 1.98 -1.97 0.34
H 4.16 -1.54 -1.53
H 6.30 -0.08 -1.07
H 5.86 1.67 0.48
H -0.33 1.92 0.47

---

w) wins, 0.0077 hartree ahead of the next structure.